Here is C22H34Cl2MnN4O3P as an isolated structure from the OMol25 dataset. Energies are from wB97M-V/def2-TZVPD.

Geometry as ORCA input:
```
! RIJCOSX wB97M-V def2-TZVPD def2/J DEFGRID3
* xyz 2 5
Mn -0.022 -0.355 -0.509
C 3.775 1.853 -0.524
C 4.644 0.896 -0.030
C 4.180 -0.392 0.199
C 2.858 -0.681 -0.071
N 2.020 0.257 -0.534
C 2.462 1.492 -0.758
C 2.269 -2.039 0.025
C 2.991 -3.164 0.362
C 2.401 -4.414 0.259
C 1.102 -4.513 -0.213
C 0.424 -3.352 -0.497
N 0.971 -2.137 -0.343
H 4.101 2.863 -0.728
H 5.680 1.143 0.169
H 4.851 -1.151 0.572
H 1.741 2.214 -1.122
H 4.021 -3.076 0.678
H 2.964 -5.303 0.517
H 0.619 -5.469 -0.363
H -0.584 -3.381 -0.872
C -2.081 -2.172 -2.878
C -2.912 -2.346 -1.590
C -3.163 -3.829 -1.294
P -2.291 -1.344 -0.148
C -2.309 -2.425 1.361
C -1.325 -2.008 2.467
C -3.721 -2.582 1.930
C -3.601 -0.072 0.099
C -3.926 0.739 -1.158
C -3.303 0.859 1.276
H -2.737 -2.116 -3.747
H -1.422 -3.030 -3.029
H -1.465 -1.278 -2.901
H -3.890 -1.898 -1.760
H -2.246 -4.394 -1.118
H -3.632 -4.268 -2.177
H -3.835 -3.997 -0.455
H -1.994 -3.397 0.982
H -1.684 -1.128 3.005
H -0.330 -1.781 2.102
H -1.238 -2.823 3.191
H -4.073 -1.661 2.397
H -3.692 -3.350 2.706
H -4.458 -2.892 1.188
H -4.459 -0.703 0.343
H -3.138 1.455 -1.382
H -4.842 1.303 -0.972
H -4.099 0.130 -2.045
H -2.414 1.451 1.076
H -3.169 0.330 2.220
H -4.138 1.551 1.400
Cl -2.318 2.067 -4.020
C -0.786 2.482 -3.242
Cl -0.874 4.005 -2.359
C -0.419 1.316 -2.347
O 0.217 0.363 -2.789
O -0.799 1.329 -1.096
H -0.044 2.584 -4.021
N 0.284 1.745 3.310
C 0.109 1.652 1.983
N -0.139 2.772 1.283
O 0.208 0.541 1.408
H 0.225 2.616 3.807
H 0.482 0.908 3.828
H -0.266 3.665 1.727
H -0.332 2.690 0.296
*
```

Its lowest unoccupied orbital energy (spin up / spin down) is -7.819 / -6.671 eV. The energy above the lowest of the compared OMol25 structures with the same formula, charge and spin comes out at 4.47 kcal per mole.



Here is C41H42NiP2 as an isolated structure at a distorted geometry from the OMol25 dataset. Energies are from wB97M-V/def2-TZVPD.

Geometry as ORCA input:
```
! RIJCOSX wB97M-V def2-TZVPD def2/J DEFGRID3
* xyz 0 3
Ni -2.381 -0.509 2.245
C -1.950 1.679 5.327
C -1.691 1.416 4.027
C -0.440 1.873 3.364
C 0.583 0.746 3.091
C 0.559 -0.434 4.047
C 0.659 -0.307 5.378
C 0.427 0.974 6.120
C -1.057 1.296 6.454
C -2.575 -2.461 2.221
H -2.911 2.075 5.648
H -2.505 1.036 3.307
H 0.051 2.691 3.918
H -0.718 2.350 2.412
H 0.497 0.380 2.053
H 1.575 1.228 3.131
H 0.399 -1.404 3.566
H 0.959 -1.174 5.995
H 0.873 1.837 5.608
H 0.948 0.852 7.084
H -1.489 0.411 6.972
H -1.069 2.107 7.200
H -3.680 -2.525 2.030
H -2.382 -2.967 3.209
H -1.978 -2.935 1.422
P 0.123 1.055 -3.408
P 1.748 -1.152 -3.297
C 1.873 1.500 -3.158
C 2.687 0.403 -3.249
C -0.237 2.004 -4.946
C 0.554 3.087 -5.361
C 0.227 3.770 -6.536
C -0.868 3.360 -7.311
C -1.603 2.226 -6.936
C -1.288 1.535 -5.762
C -0.692 1.974 -2.033
C -0.596 1.343 -0.782
C -1.270 1.881 0.301
C -1.910 3.122 0.211
C -1.988 3.769 -1.032
C -1.414 3.171 -2.159
C 2.720 -2.027 -4.644
C 2.593 -1.547 -5.964
C 3.387 -2.091 -6.978
C 4.299 -3.118 -6.698
C 4.399 -3.619 -5.395
C 3.605 -3.084 -4.374
C 2.421 -1.935 -1.767
C 1.903 -3.195 -1.402
C 2.486 -3.912 -0.356
C 3.554 -3.347 0.359
C 3.997 -2.050 0.064
C 3.412 -1.336 -0.983
H 2.158 2.549 -2.990
H 3.783 0.377 -3.305
H 1.423 3.391 -4.776
H 0.832 4.623 -6.843
H -1.136 3.919 -8.217
H -2.428 1.878 -7.561
H -1.847 0.640 -5.463
H -0.020 0.427 -0.656
H -1.322 1.266 1.216
H -2.366 3.586 1.094
H -2.508 4.728 -1.110
H -1.518 3.638 -3.134
H 1.890 -0.734 -6.176
H 3.297 -1.703 -7.991
H 4.940 -3.513 -7.486
H 5.102 -4.419 -5.165
H 3.688 -3.479 -3.360
H 1.061 -3.614 -1.955
H 2.119 -4.914 -0.105
H 4.040 -3.923 1.153
H 4.803 -1.596 0.644
H 3.748 -0.325 -1.197
C -4.665 -1.250 6.560
C -5.259 -0.678 5.428
C -4.509 -0.545 4.239
C -3.227 -1.080 4.152
C -2.636 -1.672 5.275
C -3.352 -1.742 6.503
H -5.217 -1.315 7.504
H -6.285 -0.296 5.468
H -4.943 -0.014 3.383
H -1.612 -2.073 5.233
H -2.866 -2.160 7.406
*
```

Its lowest unoccupied orbital energy (spin up / spin down) is 0.141 / -0.241 eV. The energy above the lowest of the compared OMol25 structures with the same formula, charge and spin comes out at 0.00 kcal per mole.